(1)
A structure of composition C40H50BIrN11S5 in a non-equilibrium geometry, computed with ωB97M-V/def2-TZVPD.

Element x y z (Å)
1 Ir -0.089 -1.516 -0.776
2 C -1.450 4.362 3.785
3 C -1.029 3.922 2.384
4 C -2.190 3.163 1.747
5 C -0.635 5.161 1.584
6 N 0.142 2.988 2.491
7 C 0.680 2.576 3.698
8 C 1.689 1.736 3.422
9 N 1.784 1.614 2.048
10 B 2.894 0.674 1.521
11 N 2.585 -0.763 2.110
12 C 3.512 -1.347 2.947
13 C 2.861 -2.178 3.786
14 N 1.513 -2.129 3.466
15 C 1.388 -1.289 2.401
16 S -0.097 -0.956 1.555
17 C 0.419 -2.514 4.455
18 C -0.211 -1.213 4.950
19 C -0.633 -3.432 3.842
20 C 1.050 -3.246 5.637
21 N 3.185 0.800 0.007
22 C 3.858 1.920 -0.399
23 C 3.969 1.872 -1.741
24 N 3.365 0.711 -2.168
25 C 2.882 0.071 -1.077
26 S 2.222 -1.539 -0.982
27 C 3.369 0.387 -3.642
28 C 2.495 1.437 -4.328
29 C 4.816 0.461 -4.136
30 C 2.839 -1.005 -3.956
31 C 0.841 2.402 1.478
32 S 0.640 2.648 -0.208
33 H -2.301 5.033 3.678
34 H -0.662 4.915 4.297
35 H -1.768 3.523 4.403
36 H -3.072 3.805 1.713
37 H -2.434 2.276 2.336
38 H -1.945 2.864 0.733
39 H -1.470 5.863 1.588
40 H -0.389 4.916 0.555
41 H 0.223 5.653 2.044
42 H 0.313 2.915 4.646
43 H 2.369 1.230 4.086
44 H 3.919 0.992 2.062
45 H 4.553 -1.084 2.903
46 H 3.246 -2.771 4.591
47 H -0.739 -0.689 4.155
48 H 0.554 -0.552 5.361
49 H -0.924 -1.442 5.742
50 H -1.085 -3.015 2.945
51 H -1.424 -3.569 4.579
52 H -0.220 -4.417 3.629
53 H 1.719 -2.608 6.213
54 H 1.582 -4.147 5.328
55 H 0.244 -3.556 6.301
56 H 4.190 2.666 0.300
57 H 4.423 2.569 -2.417
58 H 2.889 2.444 -4.193
59 H 1.484 1.410 -3.919
60 H 2.455 1.232 -5.398
61 H 5.242 1.459 -4.060
62 H 4.840 0.179 -5.188
63 H 5.450 -0.232 -3.583
64 H 1.802 -1.131 -3.656
65 H 3.433 -1.788 -3.488
66 H 2.903 -1.128 -5.038
67 N 0.831 -4.341 0.966
68 C 0.615 -4.488 -0.339
69 N 0.221 -3.505 -1.126
70 C 0.103 -3.938 -2.467
71 C 0.360 -5.240 -2.652
72 S 0.790 -5.995 -1.159
73 C -0.227 -2.872 -3.405
74 C -0.422 -2.763 -4.737
75 S -0.748 -1.108 -5.162
76 C -0.574 -0.648 -3.517
77 N -0.321 -1.670 -2.755
78 N -0.647 0.573 -2.925
79 H 0.777 -3.410 1.356
80 H 1.281 -5.066 1.495
81 H 0.343 -5.801 -3.571
82 H -0.385 -3.523 -5.500
83 H -1.043 1.338 -3.456
84 H -0.601 1.318 -1.048
85 N -1.077 0.520 -1.532
86 C -2.515 0.547 -1.499
87 C -3.138 -0.760 -1.549
88 C -4.233 -1.083 -2.358
89 C -4.692 -2.390 -2.407
90 C -4.095 -3.398 -1.651
91 C -3.028 -3.090 -0.820
92 C -2.559 -1.785 -0.787
93 C -3.195 1.803 -1.600
94 C -2.513 2.990 -1.945
95 C -3.189 4.188 -2.052
96 C -4.555 4.246 -1.802
97 C -5.242 3.094 -1.435
98 C -4.578 1.888 -1.338
99 H -4.696 -0.318 -2.968
100 H -5.529 -2.632 -3.048
101 H -4.476 -4.409 -1.700
102 H -2.582 -3.847 -0.187
103 H -1.941 -1.436 0.059
104 H -1.439 2.997 -2.085
105 H -2.648 5.087 -2.319
106 H -5.080 5.188 -1.882
107 H -6.300 3.141 -1.217
108 H -5.117 1.003 -1.026

Results
Total charge: +2
2S+1: 2
HOMO level (spin up / spin down) (eV): -11.77 / -11.88
⟨S²⟩: 0.787
Energy (eV): -116366.45177
Orbital gap (spin up / spin down) (hartree): 0.23026 / 0.21321
LUMO (spin up / spin down) (eV): -5.50 / -6.08

=====

(2)
A cluster of 4 separate species, C40H50F25N3O7 in total in a non-equilibrium geometry, computed with ωB97M-V/def2-TZVPD.

Element x y z (Å)
1 C 5.212 -1.776 0.896
2 C 5.927 -1.731 -0.504
3 C 5.646 -0.391 -1.304
4 F 6.709 -0.054 -2.159
5 C 5.225 0.794 -0.372
6 C 6.161 1.289 0.630
7 C 7.593 0.732 0.797
8 C 8.491 1.391 -0.440
9 C 7.735 2.542 -1.267
10 O 8.894 2.770 -0.259
11 C 5.789 2.370 1.546
12 N 6.653 2.891 2.529
13 C 4.484 2.932 1.388
14 C 3.577 2.451 0.357
15 C 3.896 1.378 -0.532
16 C 2.875 0.922 -1.602
17 C 2.060 -0.359 -1.195
18 C 1.106 -0.758 -2.382
19 C -0.333 -0.091 -2.363
20 C -0.521 1.067 -1.330
21 C -2.039 1.522 -1.269
22 C -2.961 0.425 -0.621
23 C -2.698 0.263 0.930
24 C -2.548 -1.245 1.360
25 C -1.233 -1.893 0.778
26 O -0.159 -1.465 1.625
27 C 0.957 -2.367 1.523
28 C 2.334 3.328 0.495
29 O 1.241 3.233 0.048
30 N 2.674 4.499 1.350
31 N 1.464 4.731 2.049
32 C 3.771 4.051 2.155
33 O 4.083 4.430 3.250
34 H 5.148 -2.826 1.282
35 H 4.164 -1.384 0.861
36 H 5.773 -1.210 1.683
37 H 7.018 -1.908 -0.349
38 H 5.554 -2.625 -1.067
39 H 4.777 -0.639 -1.964
40 H 7.667 -0.365 0.670
41 H 8.138 1.138 1.673
42 H 9.169 0.694 -1.030
43 H 7.154 3.315 -0.735
44 H 8.035 2.656 -2.325
45 H 7.185 2.168 3.004
46 H 6.146 3.481 3.187
47 H 3.422 0.682 -2.551
48 H 2.189 1.771 -1.818
49 H 2.821 -1.185 -1.100
50 H 1.564 -0.284 -0.204
51 H 1.005 -1.870 -2.483
52 H 1.609 -0.424 -3.329
53 H -0.499 0.367 -3.375
54 H -1.088 -0.906 -2.279
55 H -0.247 0.816 -0.284
56 H 0.026 1.949 -1.738
57 H -2.426 1.850 -2.264
58 H -2.107 2.420 -0.597
59 H -2.871 -0.564 -1.129
60 H -4.009 0.818 -0.714
61 H -3.546 0.684 1.528
62 H -1.765 0.799 1.225
63 H -3.453 -1.853 1.120
64 H -2.425 -1.266 2.476
65 H -1.300 -3.007 0.706
66 H -1.093 -1.495 -0.257
67 H 0.863 -3.196 2.268
68 H 0.975 -2.846 0.510
69 H 1.913 -1.837 1.729
70 H 1.042 5.614 1.764
71 H 1.590 4.701 3.060
72 F -2.885 -4.802 -1.868
73 C -3.647 -3.785 -2.315
74 F -2.934 -2.648 -2.112
75 C -4.993 -3.692 -1.593
76 F -4.821 -3.397 -0.284
77 F -5.668 -2.637 -2.132
78 C -5.918 -4.917 -1.711
79 O -5.898 -5.857 -0.640
80 C -4.900 -6.832 -0.641
81 F -4.281 -6.853 -1.837
82 F -5.534 -8.019 -0.525
83 C -3.927 -6.677 0.531
84 F -3.348 -5.457 0.539
85 F -2.932 -7.589 0.439
86 H -3.789 -3.902 -3.393
87 H -6.935 -4.522 -1.692
88 H -5.829 -5.409 -2.682
89 H -4.444 -6.814 1.483
90 F -0.324 -0.518 6.313
91 C 0.525 -1.067 5.423
92 F 0.765 -2.334 5.854
93 C 1.837 -0.289 5.303
94 F 2.535 -0.327 6.462
95 F 2.613 -0.927 4.378
96 C 1.715 1.175 4.837
97 O 1.708 2.189 5.842
98 C 0.500 2.480 6.474
99 F -0.517 1.906 5.807
100 F 0.324 3.815 6.351
101 C 0.515 2.122 7.963
102 F 0.807 0.820 8.158
103 F -0.703 2.344 8.511
104 H 0.021 -1.138 4.453
105 H 2.624 1.381 4.269
106 H 0.902 1.312 4.121
107 H 1.256 2.721 8.496
108 F -4.716 2.585 -5.852
109 C -5.571 3.551 -6.241
110 F -4.952 4.736 -6.005
111 C -6.900 3.501 -5.487
112 F -6.721 3.757 -4.172
113 F -7.675 4.516 -5.967
114 C -7.724 2.208 -5.636
115 O -7.601 1.229 -4.607
116 C -6.527 0.342 -4.671
117 F -5.939 0.421 -5.881
118 F -7.059 -0.899 -4.594
119 C -5.541 0.528 -3.516
120 F -5.062 1.788 -3.466
121 F -4.475 -0.293 -3.667
122 H -5.731 3.466 -7.320
123 H -8.769 2.515 -5.579
124 H -7.618 1.765 -6.628
125 H -6.020 0.309 -2.559

Results
Total charge: 0
2S+1: 1
HOMO level (eV): -8.45
Energy (eV): -129026.52393
SMILES: CC[C@H](F)c1c(C[C@H]2CO2)c(N)c2c(c1CCCCCCCCCCOC)C(=O)N(N)C2=O.FC(F)C(F)(F)COC(F)(F)C(F)F.FC(F)C(F)(F)COC(F)(F)C(F)F.FC(F)C(F)(F)COC(F)(F)C(F)F
Orbital gap (hartree): 0.29768
LUMO (eV): -0.35